Record 1
Here is C37H29IN5O5PbS as an isolated structure from the OMol25 dataset. Energies are from ωB97M-V with the def2-TZVPD basis set.

Summary:
Energy relative to the best compared isomer or geometry (same formula, charge and spin) = 0.233 eV
HOMO-LUMO gap = 6.7 eV
Total charge = +1
Spin multiplicity = 1

XYZ file:
```
79
Properties=species:S:1:pos:R:3:forces:R:3:mulliken_charge:R:1
Pb -0.16345 -0.62378 -0.70429 -0.09 0.22 0.05 0.81
C 0.03000 3.84155 -1.95699 -0.03 -0.02 -0.01 -1.58
C -0.44247 2.46475 -1.61954 0.01 0.09 -0.04 0.80
N 0.36205 1.46763 -1.55393 -0.23 0.02 0.14 0.82
N 1.67013 1.63638 -1.78804 0.15 -0.05 -0.04 -1.03
C 2.33059 0.48893 -1.85944 -0.06 0.08 -0.12 0.42
O 1.77250 -0.65221 -1.74662 0.03 -0.11 0.11 -0.62
C 3.78205 0.54322 -2.10437 0.03 0.04 0.02 0.45
C 4.53822 -0.61875 -1.98084 -0.02 0.01 0.00 -0.46
C 5.90579 -0.57429 -2.19393 0.01 -0.01 0.00 -0.76
C 6.51699 0.62410 -2.53529 0.00 0.01 -0.01 -0.35
C 5.76250 1.78396 -2.66227 -0.01 -0.01 0.01 -0.76
C 4.39650 1.74654 -2.44543 0.00 -0.01 0.01 -0.25
C -1.88340 2.23136 -1.36547 0.19 -0.06 0.03 0.65
C -2.77477 3.29497 -1.32398 -0.04 0.01 -0.01 -0.60
C -4.11639 3.03867 -1.09108 0.02 -0.01 -0.01 -0.70
C -4.52266 1.72913 -0.91510 0.01 0.00 0.01 -0.93
C -3.56648 0.72686 -0.97137 -0.03 0.05 -0.03 -0.15
N -2.27595 0.96650 -1.18838 -0.01 -0.19 0.02 0.15
H 1.10354 3.84171 -2.10069 0.01 0.00 0.00 0.28
H -0.22357 4.52523 -1.14434 0.02 0.02 0.00 0.33
H -0.45787 4.20037 -2.86522 -0.01 0.01 0.01 0.38
H 4.04931 -1.54388 -1.70838 0.00 0.00 -0.01 0.51
H 6.49661 -1.47458 -2.09189 0.00 0.00 0.00 0.41
H 7.58547 0.65571 -2.70349 0.00 0.00 0.00 0.40
H 6.24131 2.71604 -2.93057 0.00 0.00 0.00 0.41
H 3.79659 2.64082 -2.53821 0.01 0.00 -0.01 0.42
H -2.42754 4.30561 -1.47541 0.00 0.00 0.00 0.46
H -4.82925 3.85126 -1.05580 -0.01 0.00 0.01 0.45
H -5.55767 1.47427 -0.73865 0.00 0.00 0.00 0.49
H -3.86174 -0.30377 -0.84350 0.02 -0.02 -0.01 0.41
C 0.17978 6.11816 3.82836 0.00 -0.02 -0.01 -1.41
C 0.29479 4.68524 3.39011 0.00 0.02 0.01 0.89
C -0.59821 4.15922 2.45735 -0.01 -0.01 -0.01 -0.90
C -0.51487 2.83774 2.05470 0.01 0.01 0.01 0.00
C 0.47474 2.02827 2.59620 -0.01 -0.01 0.03 0.23
C 1.36827 2.52115 3.53593 -0.02 0.01 0.00 -0.95
C 1.27315 3.84876 3.92036 0.01 -0.01 0.01 -0.94
S 0.67376 0.36098 2.07095 -0.05 0.07 -0.01 1.30
O 0.97243 -0.44758 3.20968 0.00 0.00 -0.02 -0.70
O 1.57754 0.35097 0.92867 0.08 0.03 0.05 -0.48
N -0.73024 -0.03094 1.34085 0.15 -0.17 -0.18 0.65
C -1.77205 -0.69817 1.98693 -0.05 0.06 -0.01 0.78
C -2.12457 -0.51137 3.29947 0.05 0.06 -0.02 -0.91
C -3.20799 -1.21202 3.86572 -0.03 -0.04 -0.03 -1.02
C -3.95052 -2.08566 3.12537 0.02 0.04 0.03 -1.03
C -3.62043 -2.30009 1.76852 -0.03 -0.01 -0.02 0.62
C -4.33897 -3.18277 0.93233 0.01 -0.01 -0.01 -0.56
C -3.96373 -3.35549 -0.37025 0.00 0.01 0.01 -1.11
C -2.84884 -2.65157 -0.85141 0.02 0.01 -0.04 -0.46
N -2.16792 -1.81675 -0.09824 0.08 -0.06 0.11 0.41
C -2.52675 -1.61516 1.19893 -0.02 -0.04 -0.02 0.02
H 0.12014 6.78589 2.96855 0.00 0.00 0.00 0.36
H 1.03236 6.41647 4.43502 0.00 0.00 0.00 0.37
H -0.72422 6.26604 4.42153 0.00 0.00 0.00 0.32
H -1.37906 4.79274 2.05211 0.00 0.00 0.00 0.49
H -1.22287 2.42628 1.34705 -0.01 0.01 -0.01 0.48
H 2.12199 1.87230 3.96172 0.00 0.00 0.00 0.49
H 1.96940 4.24047 4.65094 0.00 0.00 0.00 0.36
H -1.55405 0.17468 3.91028 -0.01 0.00 0.03 0.57
H -3.44843 -1.04445 4.90670 0.01 0.01 0.00 0.42
H -4.78596 -2.61990 3.55770 0.00 0.00 0.00 0.44
H -5.18551 -3.72130 1.34021 0.00 0.00 0.00 0.47
H -4.49559 -4.02408 -1.03135 0.00 -0.01 0.00 0.44
H -2.50492 -2.77258 -1.87029 0.00 -0.01 0.01 0.69
I 2.34385 -8.97947 -2.61470 -0.01 0.02 0.01 0.14
C 1.71784 -7.04575 -2.15987 0.01 -0.05 -0.01 -0.04
C 1.06383 -6.29435 -3.12885 0.00 0.02 0.01 -0.67
C 0.64621 -5.01108 -2.82312 0.00 -0.02 0.00 -0.42
C 0.88558 -4.48664 -1.55624 -0.10 -0.05 0.00 0.20
C 1.54749 -5.24256 -0.59358 0.00 -0.02 0.00 -0.35
C 1.96353 -6.52769 -0.89394 0.00 0.01 0.00 -0.58
C 0.44100 -3.12181 -1.22910 0.31 0.15 0.04 1.33
O -0.20324 -2.43284 -2.08922 -0.15 0.08 0.10 -0.81
O 0.72501 -2.60605 -0.10410 -0.26 -0.11 -0.19 -0.79
H 0.88631 -6.70635 -4.11205 0.00 0.00 0.00 0.39
H 0.14345 -4.40642 -3.56555 0.00 -0.01 0.00 0.49
H 1.73286 -4.81713 0.38319 0.00 0.00 0.00 0.50
H 2.47669 -7.12164 -0.15110 0.00 0.00 0.00 0.40
```
Positions in Å, forces in eV/Å.

Record 2
Here is C37H30BClF9N5O3PbSe as an isolated structure from the OMol25 dataset. Energies are from ωB97M-V with the def2-TZVPD basis set.

Summary:
Energy relative to the best compared isomer or geometry (same formula, charge and spin) = 1.494 eV
HOMO-LUMO gap = 6.2 eV
Total charge = 0
Spin multiplicity = 1

XYZ file:
```
88
Properties=species:S:1:pos:R:3:forces:R:3:mulliken_charge:R:1
Pb -0.52687 0.94509 0.28921 -0.20 -0.44 -0.03 3.16
C 2.47362 1.68308 3.55431 -0.05 -0.05 -0.01 -0.71
O 2.02418 0.70331 2.62723 -0.03 0.09 -0.02 -0.43
C 2.91278 0.31282 1.68642 0.07 -0.14 0.01 -0.03
C 4.24894 0.70451 1.65992 0.02 0.00 -0.01 -0.66
C 5.10526 0.19554 0.69393 0.00 0.00 0.05 -0.91
C 4.65138 -0.71840 -0.24335 0.01 -0.09 0.05 -0.86
C 3.32073 -1.10006 -0.22408 0.05 -0.13 0.16 0.17
C 2.44421 -0.57471 0.71137 0.07 -0.02 0.08 0.69
N 1.04866 -0.88397 0.69943 0.02 0.09 0.04 0.48
N 0.81104 -2.10531 0.49430 -0.02 -0.03 -0.01 -0.57
C -0.45383 -2.61642 0.49123 0.08 -0.01 -0.01 -0.23
C -1.57937 -1.94200 1.02768 0.05 0.02 0.05 1.07
O -1.50719 -0.77171 1.52035 0.01 0.06 -0.08 -0.79
C -2.84160 -2.63609 1.06139 -0.04 -0.10 0.01 -0.98
C -2.95140 -3.90562 0.62071 -0.03 0.03 -0.02 -0.90
C -1.82211 -4.63319 0.11943 0.05 -0.01 0.00 0.95
C -1.95697 -5.95823 -0.33027 0.00 0.02 -0.05 -0.79
C -0.87282 -6.65803 -0.79847 -0.01 -0.01 0.00 -0.66
C 0.38929 -6.04622 -0.79969 0.00 -0.01 0.04 -0.80
C 0.54334 -4.75065 -0.36769 0.02 0.02 -0.04 -0.51
C -0.56267 -4.00159 0.08157 -0.02 -0.02 -0.04 0.58
H 3.30255 1.29954 4.15404 0.01 0.01 -0.02 0.44
H 2.77003 2.59801 3.04042 0.02 0.06 -0.04 0.31
H 1.63171 1.89146 4.20147 -0.13 0.04 0.05 0.00
H 4.62910 1.40667 2.38602 0.00 0.00 0.01 0.44
H 6.13784 0.51979 0.68199 0.01 0.00 0.00 0.45
H 5.32153 -1.11788 -0.99212 0.00 0.01 -0.01 0.41
H 2.93525 -1.79074 -0.95947 0.00 0.01 0.00 0.29
H -3.68911 -2.07729 1.43633 0.00 0.01 0.02 0.36
H -3.91449 -4.40480 0.63792 0.00 -0.01 0.01 0.40
H -2.93779 -6.41911 -0.30040 0.00 -0.01 0.01 0.44
H -0.98507 -7.67845 -1.14063 0.01 0.00 0.00 0.43
H 1.25701 -6.60551 -1.12684 0.00 0.00 -0.02 0.43
H 1.52526 -4.29650 -0.35086 -0.02 0.01 0.00 0.47
C -3.35139 4.03116 -2.71715 -0.01 0.09 -0.04 -1.17
C -2.20857 3.40287 -2.08049 -0.03 0.00 0.06 0.50
N -1.31486 2.90585 -1.56110 0.05 0.01 -0.04 -0.58
H -3.53370 3.56162 -3.68135 0.00 -0.02 0.01 0.29
H -3.15723 5.09380 -2.85233 0.00 0.01 0.00 0.41
H -4.21643 3.87393 -2.07592 0.02 0.03 -0.03 0.26
Cl -0.64703 4.91845 1.06858 -0.08 -0.03 -0.06 -0.15
C -0.67875 4.16438 2.62131 0.07 -0.04 -0.07 0.94
C -0.17212 4.86541 3.70364 0.00 0.00 0.01 -0.71
C -0.20421 4.29993 4.96769 0.01 0.02 0.00 -0.42
C -0.73169 3.02853 5.14642 0.07 -0.08 0.00 -0.89
C -1.20485 2.32523 4.05409 -0.03 -0.01 0.01 -0.27
C -1.20398 2.87771 2.76849 -0.03 -0.03 0.04 0.29
C -1.85705 2.11573 1.69098 0.09 0.07 0.01 -2.13
H 0.23307 5.85521 3.54740 0.00 0.00 -0.01 0.46
H 0.18170 4.85677 5.81124 -0.01 0.00 0.01 0.40
H -0.76532 2.58356 6.13211 0.00 0.00 0.00 0.40
H -1.61307 1.32945 4.18125 0.01 0.00 0.01 0.42
H -2.39603 1.25016 2.05953 -0.06 0.02 -0.06 0.65
H -2.44645 2.66272 0.96159 0.09 0.15 0.02 0.70
C -3.72824 -1.71022 -2.19084 -0.02 0.02 0.01 -0.82
N -2.45754 -2.34131 -2.54558 0.06 -0.01 -0.05 0.50
C -2.32434 -3.61655 -3.03263 0.00 -0.06 0.05 -0.55
C -1.01461 -3.81030 -3.30421 0.00 -0.05 0.04 -0.64
N -0.36616 -2.64437 -2.98477 0.03 0.10 -0.02 0.46
C 1.06373 -2.42576 -3.11934 0.05 0.02 0.02 -0.87
C -1.25277 -1.74714 -2.51823 -0.09 -0.04 0.15 -0.12
Se -0.96947 0.09904 -2.26567 0.07 0.14 -0.10 -0.34
H -4.51432 -2.44407 -2.34733 0.00 0.01 0.01 0.25
H -3.89496 -0.83515 -2.81215 -0.01 0.04 0.00 0.41
H -3.70864 -1.39507 -1.15265 -0.01 0.02 -0.02 0.11
H -3.16482 -4.27933 -3.12496 -0.01 0.00 0.00 0.43
H -0.48893 -4.67566 -3.66361 0.00 -0.01 -0.01 0.54
H 1.40788 -2.90525 -4.03239 0.01 0.01 -0.01 0.40
H 1.57507 -2.85334 -2.26004 0.02 -0.03 0.02 0.25
H 1.25451 -1.35609 -3.16295 0.01 -0.02 0.01 0.25
F -5.66880 0.72284 -0.27864 0.01 0.03 0.01 -0.36
B -4.49944 1.34036 -0.69453 -0.05 -0.18 -0.11 0.08
F -3.38531 0.59220 -0.19661 0.05 0.06 0.08 0.16
F -4.39504 2.65378 -0.21250 -0.04 0.07 0.11 -0.41
F -4.42713 1.35834 -2.10505 0.02 0.00 0.02 -0.39
F 6.03015 3.41053 -2.13266 0.00 -0.01 0.00 -0.34
C 4.84405 3.11798 -1.58440 0.00 -0.02 -0.02 0.65
C 4.12085 2.02261 -2.01251 -0.05 0.05 -0.01 -0.16
F 4.60785 1.23635 -2.97895 0.01 -0.01 -0.02 -0.42
C 2.89794 1.72485 -1.44105 0.03 0.06 -0.03 -0.37
F 2.23406 0.64269 -1.88799 -0.18 0.19 -0.25 0.16
C 2.34848 2.48034 -0.40402 -0.08 0.00 -0.02 0.02
O 1.23349 2.19789 0.22595 0.04 0.12 0.02 0.00
C 3.09916 3.59856 -0.01072 -0.03 0.05 0.01 -0.19
F 2.63015 4.38246 0.97280 0.06 -0.08 0.02 -0.35
C 4.31756 3.91102 -0.57887 0.00 -0.01 0.03 0.50
F 5.00118 4.97793 -0.15167 -0.02 -0.02 -0.01 -0.34
```
Positions in Å, forces in eV/Å.

Record 3
Here is C37H31BF3HfN4O2SeTe as an isolated structure from the OMol25 dataset. Energies are from ωB97M-V with the def2-TZVPD basis set.

Summary:
Energy relative to the best compared isomer or geometry (same formula, charge and spin) = 0.021 eV
HOMO-LUMO gap = 7.3 eV
Total charge = +1
Spin multiplicity = 1

XYZ file:
```
81
Properties=species:S:1:pos:R:3:forces:R:3:mulliken_charge:R:1
Hf 0.85282 0.11675 -0.22747 0.07 0.08 0.11 1.39
C 4.26402 3.30974 4.00304 0.00 0.00 -0.01 -1.72
C 3.73890 2.73002 2.71968 0.00 0.00 0.00 0.38
C 4.18492 1.49557 2.25178 0.01 0.00 0.00 -0.70
C 3.71593 0.96532 1.05553 -0.02 -0.01 -0.02 0.79
C 3.76254 -0.48801 0.77886 0.02 -0.01 -0.01 0.59
O 2.70619 -1.01514 0.37121 -0.03 0.01 0.01 -0.84
C 4.93237 -1.31382 1.03646 0.03 0.02 -0.01 0.42
C 4.76477 -2.69189 1.20291 -0.02 -0.01 0.01 -0.48
C 5.86880 -3.49054 1.42665 0.01 0.00 0.00 -0.76
C 7.13815 -2.92311 1.46771 0.00 0.01 0.00 -0.36
C 7.31106 -1.55635 1.28861 0.01 0.00 0.00 -1.01
C 6.20897 -0.74715 1.07916 -0.02 0.00 0.01 -0.02
C 2.80923 1.70318 0.28035 -0.01 -0.02 0.05 -0.21
O 2.38503 1.23238 -0.91064 -0.15 -0.14 -0.04 -0.78
C 2.21411 2.83819 0.82901 0.00 -0.01 -0.04 0.81
C 2.72005 3.36356 2.01637 0.00 -0.01 0.02 -1.26
C 0.92701 3.31202 0.27756 -0.03 0.02 0.01 0.92
N 0.06351 2.44500 -0.13997 0.04 0.04 0.04 0.63
C -1.18967 2.98313 -0.71072 -0.02 -0.02 -0.02 -0.95
C -1.80212 2.14880 -1.83204 0.02 -0.02 0.00 -1.40
Te -0.34960 1.10116 -2.99456 0.06 0.05 0.10 0.30
C 0.80929 2.81596 -3.42369 -0.05 -0.04 -0.05 0.46
C 2.18991 2.71088 -3.53391 0.01 0.01 0.01 -0.35
C 2.93233 3.82586 -3.90119 0.00 -0.01 0.01 -0.59
C 2.30244 5.03670 -4.15102 0.00 0.01 0.01 -0.61
C 0.92237 5.13451 -4.04463 0.00 0.00 0.01 -0.54
C 0.17150 4.02186 -3.69278 -0.01 -0.01 0.01 -0.46
C 0.70890 4.78116 0.30188 0.03 -0.01 -0.02 -0.49
C -0.29935 5.36174 1.06578 -0.01 -0.01 0.00 0.09
C -0.43969 6.74040 1.08860 0.00 0.01 0.00 -0.94
C 0.41150 7.53741 0.33448 0.01 -0.01 0.00 -0.48
C 1.41683 6.95875 -0.42791 0.00 0.00 -0.01 -1.05
C 1.58003 5.58244 -0.43085 0.00 0.01 0.00 0.30
H 4.89610 2.59483 4.52639 0.00 0.00 0.01 0.38
H 3.44763 3.59170 4.66808 0.00 0.00 0.00 0.40
H 4.85700 4.20459 3.80781 0.01 0.00 0.01 0.35
H 4.84491 0.89986 2.87051 0.00 0.00 0.00 0.51
H 3.76885 -3.11382 1.16991 0.00 0.00 0.00 0.56
H 5.74577 -4.55534 1.56834 0.00 0.00 0.00 0.43
H 8.00113 -3.55334 1.63801 0.00 0.00 0.00 0.41
H 8.30298 -1.12642 1.30874 0.00 0.00 0.00 0.41
H 6.33600 0.31596 0.92100 0.00 0.00 0.00 0.46
H 2.26788 4.25877 2.42902 0.00 0.00 0.00 0.54
H -0.99308 3.98225 -1.09550 0.00 0.01 0.01 0.68
H -1.92825 3.09091 0.08776 0.00 -0.02 0.00 0.47
H -2.37509 2.79354 -2.49510 0.01 -0.01 -0.01 0.55
H -2.48239 1.38025 -1.47497 0.00 0.01 0.01 0.36
H 2.69203 1.77520 -3.33341 0.01 -0.01 0.02 0.45
H 4.00689 3.74099 -3.99732 0.00 0.00 0.00 0.42
H 2.88544 5.90085 -4.44140 0.00 0.00 0.00 0.42
H 0.42372 6.07241 -4.25114 0.00 0.00 0.00 0.45
H -0.90787 4.10343 -3.65165 0.01 0.01 0.00 0.42
H -0.96107 4.73782 1.65488 0.00 0.01 0.00 0.50
H -1.21294 7.19395 1.69384 0.00 0.00 0.00 0.45
H 0.29521 8.61282 0.34814 0.00 0.00 0.00 0.44
H 2.08211 7.58036 -1.01231 0.00 0.00 0.00 0.47
H 2.37048 5.12316 -1.01311 0.01 0.00 -0.01 0.57
Se 1.98475 -1.07962 4.18649 0.04 -0.02 0.07 -0.11
C 1.18691 -0.34536 2.84163 -0.03 0.14 -0.05 0.15
N 0.67122 0.16837 1.90112 0.05 -0.15 -0.28 -0.60
F -6.38402 -0.12553 -0.15705 0.01 -0.01 0.01 -0.24
C -5.70854 -0.87534 0.72856 -0.01 0.00 0.00 0.76
F -6.06539 -2.14843 0.54489 0.00 0.02 0.00 -0.24
F -6.08695 -0.50344 1.95425 0.00 -0.01 -0.02 -0.26
C -4.22039 -0.69138 0.52606 0.00 0.02 0.02 0.34
C -3.49045 0.15310 1.34462 -0.03 -0.01 -0.02 -1.13
C -2.14299 0.31513 1.08914 0.00 0.01 0.00 -0.18
N -1.51438 -0.30133 0.07713 -0.01 -0.02 -0.01 0.12
C -2.23263 -1.12782 -0.70028 -0.02 0.02 0.01 -0.27
C -3.58202 -1.35009 -0.51033 0.02 -0.02 -0.02 -1.18
H -3.95162 0.66591 2.17607 0.00 0.00 0.00 0.51
H -1.53132 0.94491 1.71971 -0.01 0.00 -0.01 0.50
H -1.70404 -1.62723 -1.49832 0.02 -0.02 -0.01 0.63
H -4.11261 -2.03429 -1.15717 0.00 0.00 0.00 0.48
B 0.32159 -4.30996 -0.36467 -0.01 -0.02 0.03 0.23
C 0.55396 -2.88187 -0.90234 0.00 0.00 -0.13 0.31
N 0.67211 -1.77588 -1.26194 0.01 0.17 0.19 -0.66
H -0.88061 -4.46402 -0.40164 0.00 0.01 0.00 -0.12
H 0.74411 -4.26246 0.77053 0.00 -0.02 -0.01 -0.10
H 0.92174 -5.08131 -1.06712 0.01 0.01 -0.01 -0.11
```
Positions in Å, forces in eV/Å.